(1)
{
  "formula": "C6H5NO",
  "method": "ωB97M-V with the def2-TZVPD basis set",
  "gap_ev": 9.87,
  "multiplicity": 1,
  "lumo_ev": 0.5,
  "species": ["C", "C", "C", "C", "C", "C", "H", "H", "H", "H", "H", "N", "O"],
  "positions_angstrom": [[-2.0189, 0.1086, -0.5342], [-0.1286, -0.6108, -0.5316], [1.1313, -0.9919, -0.3845], [1.7204, -0.3129, 0.5685], [0.1723, 1.2147, 1.0045], [-0.5854, 0.6477, -0.1141], [-2.5312, -0.3410, 0.3445], [-2.6540, 0.7766, -1.1460], [1.7940, -1.6919, -1.0794], [2.9073, -0.1964, 0.4343], [0.0464, 2.3897, 1.3676], [1.3811, 0.8019, 1.3827], [-1.3721, -0.8604, -1.2064]]
}

=====

(2)
{
  "formula": "C14H14N4O2",
  "method": "ωB97M-V with the def2-TZVPD basis set",
  "smiles": "Cc1n[nH]c2c1N(c1ccccc1)C(=O)CC(=O)N2C",
  "gap_ev": 8.47,
  "multiplicity": 1,
  "lumo_ev": 0.4,
  "species": ["C", "C", "N", "N", "C", "C", "N", "C", "C", "C", "C", "C", "C", "C", "O", "C", "C", "O", "N", "C", "H", "H", "H", "H", "H", "H", "H", "H", "H", "H", "H", "H", "H", "H"],
  "positions_angstrom": [[1.3693, 2.1109, -2.2563], [0.7080, 0.7340, -2.0733], [0.6517, 0.0316, -3.1550], [-0.0787, -1.0733, -2.8101], [-0.4730, -1.0281, -1.4851], [-0.0637, 0.1640, -0.9830], [-0.4212, 0.6899, 0.2071], [0.4923, 0.6634, 1.1961], [0.3251, 1.6181, 2.2247], [1.2834, 1.8418, 3.2531], [2.4697, 1.0812, 3.2021], [2.5960, 0.1100, 2.2548], [1.6804, -0.0993, 1.2695], [-1.7529, 0.9689, 0.4186], [-2.1839, 2.0718, 0.4484], [-2.7920, -0.0604, -0.0178], [-2.1306, -1.4635, 0.1944], [-2.3136, -2.1701, 1.1092], [-1.2094, -1.8838, -0.7728], [-1.1442, -3.3611, -0.9681], [1.0068, 2.8437, -1.5637], [2.3957, 2.1819, -2.1242], [1.2022, 2.4168, -3.2589], [-0.3304, -1.8011, -3.4856], [-0.5497, 2.2139, 2.2339], [1.0868, 2.6326, 3.9814], [3.1967, 1.1093, 3.9405], [3.5008, -0.5183, 2.2085], [1.7291, -0.8436, 0.4782], [-3.7855, 0.0788, 0.5359], [-3.1344, 0.0103, -1.0356], [-0.9921, -3.7072, -2.0419], [-0.2920, -3.6884, -0.3705], [-2.0465, -3.8745, -0.7543]]
}

=====

(3)
{
  "formula": "C52H50N4RuSi2Te",
  "method": "ωB97M-V with the def2-TZVPD basis set",
  "total_charge": 1,
  "gap_ev": [4.88, 5.41],
  "multiplicity": 2,
  "lumo_ev": [-4.6, -4.1],
  "s2": 1.037,
  "species": ["Ru", "C", "C", "C", "C", "C", "C", "C", "C", "C", "C", "C", "C", "C", "C", "C", "C", "C", "C", "C", "N", "C", "C", "C", "C", "C", "C", "C", "C", "C", "C", "C", "C", "N", "C", "C", "C", "C", "C", "N", "C", "C", "C", "C", "C", "C", "C", "C", "N", "H", "H", "H", "H", "H", "H", "H", "H", "H", "H", "H", "H", "H", "H", "H", "H", "H", "H", "H", "H", "H", "H", "H", "H", "H", "H", "H", "H", "C", "Si", "C", "C", "C", "Te", "C", "Si", "C", "C", "C", "H", "H", "H", "H", "H", "H", "H", "H", "H", "H", "H", "H", "H", "H", "H", "H", "H", "H", "H", "H", "H", "H"],
  "positions_angstrom": [[-0.2384, -0.0359, -0.8375], [-5.4103, -5.6930, -1.3197], [-5.1496, -4.9158, -2.4377], [-4.2806, -3.8426, -2.3548], [-3.6402, -3.5503, -1.1527], [-3.9149, -4.3290, -0.0311], [-4.8006, -5.3883, -0.1131], [-2.6171, -2.4895, -1.0987], [-3.0144, -1.1442, -1.3308], [-4.3267, -0.7468, -1.6436], [-4.3055, 0.6273, -1.7988], [-2.9777, 1.0450, -1.5817], [-2.5415, 2.3987, -1.5804], [-3.4944, 3.4482, -1.9801], [-4.0372, 3.4432, -3.2642], [-4.8224, 4.4947, -3.6980], [-5.1070, 5.5518, -2.8498], [-4.6105, 5.5450, -1.5566], [-3.8002, 4.5101, -1.1278], [-1.2476, 2.8185, -1.2661], [-0.2078, 2.0153, -0.8731], [0.8776, 2.8357, -0.6931], [2.1873, 2.4250, -0.4566], [3.2551, 3.4384, -0.4013], [4.1185, 3.5477, 0.6870], [5.1506, 4.4676, 0.6736], [5.3387, 5.2924, -0.4242], [4.4752, 5.2018, -1.5035], [3.4446, 4.2824, -1.4958], [2.6044, 1.0676, -0.4858], [3.9502, 0.6506, -0.4519], [3.9565, -0.7043, -0.7140], [2.6154, -1.0904, -0.8994], [1.7863, -0.0048, -0.7494], [2.2150, -2.4367, -1.0869], [0.9002, -2.8777, -1.0346], [0.4957, -4.2513, -0.9823], [-0.8569, -4.2625, -0.8864], [-1.2991, -2.8985, -0.9419], [-0.2086, -2.0732, -1.0050], [3.2994, -3.4113, -1.3221], [3.6759, -4.3438, -0.3605], [4.7245, -5.2124, -0.6066], [5.4010, -5.1666, -1.8150], [5.0145, -4.2568, -2.7863], [3.9773, -3.3760, -2.5401], [0.4919, 4.1972, -0.9233], [-0.8047, 4.1829, -1.3214], [-2.1921, -0.0454, -1.2808], [-6.0896, -6.5303, -1.3839], [-5.6012, -5.1627, -3.3866], [-4.0602, -3.2405, -3.2247], [-3.4398, -4.0921, 0.9109], [-4.9884, -5.9974, 0.7601], [-5.1697, -1.4020, -1.7230], [-5.1367, 1.2622, -2.0308], [-3.7975, 2.6274, -3.9297], [-5.1899, 4.4943, -4.7112], [-5.7195, 6.3716, -3.1906], [-4.8466, 6.3580, -0.8872], [-3.4127, 4.5035, -0.1200], [3.9704, 2.9137, 1.5487], [5.8131, 4.5426, 1.5228], [6.1579, 5.9944, -0.4430], [4.6048, 5.8397, -2.3633], [2.8011, 4.1792, -2.3569], [4.7988, 1.2768, -0.2664], [4.8013, -1.3614, -0.7531], [1.1719, -5.0826, -0.9969], [-1.5135, -5.1049, -0.8073], [3.1613, -4.3706, 0.5898], [5.0264, -5.9157, 0.1554], [6.2265, -5.8382, -1.9943], [5.5323, -4.2207, -3.7331], [3.6699, -2.6662, -3.2959], [1.1345, 5.0485, -0.8258], [-1.3945, 5.0171, -1.6471], [-2.2154, -0.3044, 5.0042], [-2.5041, -1.4703, 3.5161], [-3.1651, -0.5900, 1.9611], [-3.6597, -2.8672, 4.0899], [-0.8373, -2.2934, 3.0120], [0.5185, -1.1132, 1.8169], [0.7171, 0.5606, 3.1385], [2.1649, 0.2423, 4.3660], [3.7470, 0.6112, 3.3731], [1.8625, 1.3851, 5.8572], [2.2571, -1.5798, 4.9102], [-3.0374, -0.3895, 5.7102], [-2.1666, 0.7414, 4.7142], [-1.3004, -0.5503, 5.5380], [-3.8489, 0.2187, 2.1990], [-3.6958, -1.2848, 1.3162], [-2.3385, -0.1733, 1.3724], [-4.5994, -2.4511, 4.4376], [-3.2196, -3.4140, 4.9188], [-3.8893, -3.5806, 3.3050], [-1.0260, -3.1750, 2.4003], [-0.2966, -2.6319, 3.8922], [-0.2291, 0.7657, 3.6232], [0.9604, 1.4072, 2.5012], [3.8795, 1.6780, 3.2227], [3.7012, 0.1303, 2.3963], [4.6350, 0.2469, 3.8793], [1.6557, 2.4062, 5.5502], [2.7358, 1.4047, 6.5014], [1.0196, 1.0455, 6.4531], [2.3522, -2.2335, 4.0440], [1.3877, -1.8932, 5.4788], [3.1271, -1.7413, 5.5399]]
}

=====

(4)
{
  "formula": "C20H16N4OS",
  "method": "ωB97M-V with the def2-TZVPD basis set",
  "gap_ev": 8.07,
  "multiplicity": 1,
  "lumo_ev": -0.3,
  "species": ["C", "C", "C", "S", "C", "N", "C", "C", "N", "N", "C", "H", "C", "C", "C", "C", "C", "C", "H", "H", "H", "H", "H", "N", "C", "O", "C", "C", "C", "C", "C", "C", "H", "H", "H", "H", "H", "H", "H", "H", "H", "H"],
  "positions_angstrom": [[4.1560, 0.4066, 2.5988], [3.5448, -0.4231, 1.4929], [4.1260, -1.1707, 0.5715], [2.8330, -2.0638, -0.4039], [1.5820, -1.3091, 0.3609], [1.9839, -0.4472, 1.4760], [0.0763, -1.4014, 0.3742], [-0.8819, -0.3465, 0.3446], [-2.0672, -0.9352, -0.0445], [-1.7408, -2.2208, -0.4759], [-0.5469, -2.1766, -0.3654], [-0.1550, -3.1964, -0.8266], [-3.3055, -0.6419, -0.0266], [-4.1169, -0.5617, -0.9906], [-5.4442, -0.1858, -1.1510], [-5.9961, 0.4676, 0.2115], [-5.0885, 0.5045, 1.2549], [-3.8654, 0.1288, 1.2933], [-3.1233, 0.3801, 2.0411], [-5.5410, 1.2145, 2.1947], [-6.9819, 0.8757, -0.0056], [-6.1796, -0.2206, -1.7336], [-3.7450, -1.0660, -1.8216], [-0.8687, 0.9878, 1.0907], [0.1009, 2.0777, 0.3215], [0.2114, 2.9784, 1.1593], [0.9937, 1.4217, -0.5968], [0.5345, 1.1863, -1.7931], [1.2820, 0.7086, -2.6928], [2.7435, 1.0056, -2.6213], [3.1998, 1.7733, -1.5996], [2.2953, 1.9304, -0.6360], [2.7121, 2.4807, 0.4070], [4.2136, 1.7871, -1.4902], [3.3503, 0.7396, -3.4981], [1.0241, 0.4888, -3.6680], [-0.5284, 0.8110, -2.0354], [-1.4505, 1.2469, 1.9086], [4.9877, -1.4357, 0.4744], [3.9203, 0.0566, 3.5860], [5.2337, 0.4402, 2.4105], [3.4977, 1.4573, 2.8270]]
}

=====

Table of DFT total energy (eV), in record order: -9835.716, -24798.244, -86324.074, -39827.574
Table of relative energy (zero: lowest compared OMol25 entry of this formula, charge and spin) (kcal/mol), in record order: 80.5, 93.7, 9.8, 310.2